Entry 1:
A molecular structure, C9H19LiN3O7 at a distorted geometry, computed with ωB97M-V/def2-TZVPD.

Output
Kohn-Sham gap: 7.338 eV
Relative energy (zero: lowest compared OMol25 entry of this formula, charge and spin): 28.35 kcal/mol
Spin multiplicity: 1
Net charge: -1

CARTESIAN COORDINATES (ANGSTROEM)
O 2.437487 3.230538 -1.671821
O 0.643487 3.800538 -2.872821
O 0.732487 1.946538 -1.855821
O -2.564513 2.205538 -2.064821
O -1.574513 3.213538 -0.568821
O -1.614513 0.287538 0.651179
O -2.369513 4.349538 -2.147821
N 1.350487 2.913538 -2.298821
N -0.293513 -0.205462 0.337179
N -2.440513 3.300538 -1.454821
C 0.580487 -0.170462 1.500179
C -1.306513 -2.404462 0.070179
C 1.874487 -1.920462 0.297179
C 0.584487 1.287538 1.825179
C -0.418513 -1.360462 -0.575821
C 1.903487 -0.562462 0.994179
C 0.910487 -1.878462 -0.858821
C 0.063487 -0.831462 2.688179
C -1.106513 -0.985462 -1.895821
Li -0.832513 1.345538 -1.008821
H -1.770513 0.325538 1.569179
H -1.310513 -1.824462 -2.488821
H 1.600487 -2.612462 1.095179
H 2.176487 0.155538 0.258179
H 2.931487 -2.198462 0.081179
H 1.417487 -1.233462 -1.563821
H 0.616487 2.000538 0.983179
H -0.774513 -2.772462 0.937179
H 0.333487 -1.841462 2.825179
H 0.922487 -2.871462 -1.365821
H -1.505513 -3.325462 -0.564821
H -2.223513 -2.049462 0.570179
H -2.001513 -0.448462 -1.714821
H 1.472487 1.560538 2.345179
H 0.539487 -0.283462 3.547179
H -1.005513 -0.860462 2.720179
H -0.500513 -0.390462 -2.538821
H 2.759487 -0.499462 1.706179
H -0.237513 1.607538 2.510179

Forces on atoms 1 to 3 (eV/Å):
-0.6 -0.9 -2.4
2.2 -1.4 -0.9
-0.2 -3.4 -0.4

natural (NBO) charges in e: number 1, O, carries -0.551; number 2, O, carries -0.469; number 3, O, carries -0.623; number 4, O, carries -0.588; number 5, O, carries -0.568; number 6, O, carries -0.604; number 7, O, carries -0.453; number 8, N, carries 0.695; number 9, N, carries -0.190; number 10, N, carries 0.676; number 11, C, carries 0.052; number 12, C, carries -0.632; number 13, C, carries -0.392; number 14, C, carries -0.605; number 15, C, carries 0.092; number 16, C, carries -0.398; number 17, C, carries -0.416; number 18, C, carries -0.623; number 19, C, carries -0.638; number 20, Li, carries 0.856; number 21, H, carries 0.468; number 22, H, carries 0.216; number 23, H, carries 0.181; number 24, H, carries 0.242; number 25, H, carries 0.216; number 26, H, carries 0.231; number 27, H, carries 0.264; number 28, H, carries 0.193; number 29, H, carries 0.208; number 30, H, carries 0.216; number 31, H, carries 0.210; number 32, H, carries 0.227; number 33, H, carries 0.238; number 34, H, carries 0.210; number 35, H, carries 0.221; number 36, H, carries 0.198; number 37, H, carries 0.233; number 38, H, carries 0.213; number 39, H, carries 0.196

---

Entry 2:
A single C7H7NO3 molecule at a distorted geometry, computed with ωB97M-V/def2-TZVPD.

Output
Kohn-Sham gap: 8.865 eV
Relative energy (zero: lowest compared OMol25 entry of this formula, charge and spin): 56.45 kcal/mol
Structure (SMILES): Nc1c(O)cccc1C(=O)O
Spin multiplicity: 1

CARTESIAN COORDINATES (ANGSTROEM)
O -2.568937 -1.532653 -0.274126
O -3.235966 0.557614 0.258535
O 2.557398 -1.314729 0.113864
N -0.016210 -2.159065 0.074664
C -2.281446 -0.444236 -0.034470
C 1.526660 -0.289159 0.047768
C -0.470009 1.440151 -0.051670
C 0.746471 1.904789 -0.140137
C 1.824706 1.006972 -0.025908
C 0.191569 -0.857629 0.086167
C -0.879673 0.066658 0.050526
H -1.338584 2.082713 -0.161034
H 0.803675 3.165249 -0.135173
H 3.340571 -1.079276 0.077769
H 0.882802 -2.792668 -0.057482
H 2.862927 1.427639 -0.135741
H -3.094917 1.404668 0.489935
H -0.851037 -2.587031 -0.183489

Forces on atoms 1 to 3 (eV/Å):
-2.0 -3.7 -0.8
-1.8 -6.6 -1.9
-13.7 -3.0 0.5

natural (NBO) charges in e: number 1, O, carries -0.557; number 2, O, carries -0.736; number 3, O, carries -0.707; number 4, N, carries -0.767; number 5, C, carries 0.817; number 6, C, carries 0.309; number 7, C, carries -0.186; number 8, C, carries -0.246; number 9, C, carries -0.284; number 10, C, carries 0.187; number 11, C, carries -0.261; number 12, H, carries 0.193; number 13, H, carries 0.223; number 14, H, carries 0.457; number 15, H, carries 0.411; number 16, H, carries 0.230; number 17, H, carries 0.490; number 18, H, carries 0.425